No. 1
103
Properties=species:S:1:pos:R:3:forces:R:3:mulliken_charge:R:1 method="wB97M-V/def2-TZVPD" orbital_gap_ev=7.108 mol_weight_g_mol=893.4 charge=-1 e_tot_ev=-146452.247
Cu 0.4179 -1.6497 0.6324 0.76 1.14 0.50 -0.751
O 8.1310 -5.1478 -1.7933 0.00 0.09 0.02 -0.667
S 9.1523 -4.1309 -1.6461 0.08 0.08 0.16 1.179
O 9.9986 -3.9462 -2.8064 -0.07 0.09 0.06 -0.683
O 9.8435 -4.1262 -0.3614 0.01 -0.15 -0.17 -0.687
C 8.2398 -2.5609 -1.4257 0.06 -0.13 0.04 0.098
N 8.8556 -1.4183 -1.7330 0.17 -0.04 -0.02 -0.490
C 8.2476 -0.3020 -1.3717 -0.12 0.02 0.00 -0.424
C 7.0125 -0.2868 -0.7402 -0.10 -0.01 0.04 -0.613
C 6.4332 -1.5272 -0.5000 0.38 0.11 -0.16 0.084
N 7.0562 -2.6535 -0.8316 -0.28 0.00 0.00 -0.366
C 5.0850 -1.6701 0.0937 -0.31 -0.20 0.07 1.535
C 4.4926 -0.6767 0.8663 0.11 0.00 -0.08 -0.741
C 3.1953 -0.8526 1.3005 0.02 -0.03 0.12 -0.207
N 2.4711 -1.9436 1.0329 -0.05 0.28 0.00 -0.321
C 3.0637 -2.9316 0.3491 -0.09 -0.02 -0.06 -0.697
C 4.3528 -2.8365 -0.1369 0.21 0.13 0.06 -0.565
H 8.7647 0.6250 -1.6022 -0.03 0.01 -0.02 0.403
H 6.5176 0.6404 -0.4834 0.04 0.00 -0.02 0.328
H 5.0294 0.2268 1.1232 -0.05 0.01 0.00 0.507
H 2.7001 -0.0863 1.8855 0.03 0.03 -0.02 0.279
H 2.4536 -3.8095 0.1732 -0.03 0.03 -0.04 0.499
H 4.8183 -3.6399 -0.6919 -0.05 -0.03 0.00 0.653
C -2.4415 -3.8862 2.4425 0.10 0.14 -0.24 -1.612
C -3.1567 -2.7249 1.7478 -0.13 -0.17 0.34 1.659
C -4.4836 -3.1929 1.1470 0.26 0.08 -0.18 -1.856
C -3.4246 -1.6091 2.7509 0.13 0.00 -0.15 -1.303
O -2.3095 -2.1273 0.7365 -0.11 -0.37 -0.22 0.428
P -1.5380 -3.0331 -0.3881 -0.84 0.14 -0.12 0.716
O -2.3447 -4.1712 -0.8650 -0.12 0.01 -0.23 -0.848
O -0.1653 -3.3642 0.1662 -0.24 -0.67 -0.38 -0.524
O -1.3852 -1.8157 -1.4820 -0.15 -0.43 0.08 0.741
C -1.3848 -2.0171 -2.9159 0.02 -0.01 -0.42 1.550
C -0.3125 -3.0346 -3.3120 -0.09 0.08 0.30 -1.405
C -2.7603 -2.4567 -3.4227 0.09 -0.03 0.32 -1.845
C -1.0618 -0.6478 -3.5077 0.01 -0.07 0.15 -1.372
H -3.1026 -4.3448 3.1786 -0.01 0.01 0.02 0.495
H -1.5382 -3.5321 2.9444 -0.01 -0.02 -0.01 0.277
H -2.1523 -4.6370 1.7071 -0.03 -0.08 0.07 0.370
H -5.1306 -3.5816 1.9355 0.00 0.03 0.01 0.460
H -4.2992 -3.9698 0.4093 -0.04 -0.05 -0.03 0.388
H -4.9806 -2.3550 0.6534 -0.01 0.00 0.02 0.308
H -4.0050 -1.9955 3.5905 0.01 0.02 0.01 0.548
H -3.9851 -0.8128 2.2625 -0.01 0.07 0.01 0.175
H -2.4810 -1.2006 3.1215 -0.03 0.01 0.03 0.125
H -0.4881 -3.9715 -2.7832 0.02 -0.07 -0.07 0.364
H 0.6825 -2.6702 -3.0453 -0.01 -0.01 -0.01 0.216
H -0.3430 -3.2243 -4.3851 0.00 0.03 -0.01 0.419
H -3.0392 -3.4023 -2.9659 -0.04 -0.07 0.00 0.362
H -2.7314 -2.5717 -4.5076 0.00 0.05 0.00 0.459
H -3.5114 -1.7076 -3.1622 0.01 -0.01 -0.01 0.331
H -0.1193 -0.2632 -3.1151 -0.04 -0.02 -0.08 0.174
H -1.8590 0.0600 -3.2674 -0.01 0.00 -0.04 0.187
H -0.9853 -0.7270 -4.5926 0.00 0.04 -0.02 0.547
C -1.3885 1.5964 -0.3880 -0.44 -0.56 0.32 -0.956
P -0.1247 0.5227 0.4337 0.77 0.49 0.10 1.756
C 1.2887 1.1176 -0.5930 -0.01 -0.03 -0.05 0.383
C 1.8054 2.4109 -0.5612 0.03 -0.06 0.02 -0.443
C 2.8545 2.7699 -1.3951 -0.01 0.08 0.03 -0.995
C 3.3947 1.8469 -2.2799 0.02 -0.01 -0.05 -0.765
C 2.8714 0.5645 -2.3421 0.05 -0.02 0.01 -1.050
C 1.8263 0.2072 -1.5040 -0.03 0.03 0.10 -0.092
C 0.1538 1.2537 2.0950 -0.13 -0.11 0.01 1.010
C 0.3131 0.3281 3.1316 -0.06 0.15 -0.16 -0.508
C 0.4772 0.7453 4.4434 0.01 -0.01 0.05 -1.034
C 0.4826 2.1000 4.7383 0.02 -0.03 0.05 -0.744
C 0.3512 3.0298 3.7177 -0.05 0.09 -0.04 -0.905
C 0.1847 2.6105 2.4074 -0.04 0.02 0.00 -0.256
P -3.1396 1.4783 0.2283 0.15 0.22 -0.07 0.597
C -3.9822 2.4862 -1.0698 -0.01 -0.17 0.02 -0.075
C -3.3906 3.0069 -2.2162 0.01 -0.03 0.04 0.035
C -4.1309 3.7806 -3.1024 -0.01 0.03 -0.06 -0.762
C -5.4706 4.0364 -2.8616 0.03 0.02 -0.04 -0.501
C -6.0786 3.4985 -1.7346 -0.03 -0.01 0.04 -0.624
C -5.3409 2.7274 -0.8537 0.02 0.00 0.00 -0.400
C -3.1764 2.7837 1.5411 0.00 -0.12 -0.07 0.857
C -3.5289 2.4081 2.8339 0.09 -0.05 -0.05 -0.227
C -3.6456 3.3552 3.8425 0.01 0.03 0.09 -0.582
C -3.4144 4.6929 3.5669 0.00 -0.02 0.01 -0.568
C -3.0622 5.0792 2.2793 0.04 0.07 -0.04 -0.620
C -2.9497 4.1333 1.2738 0.08 0.01 0.05 -0.639
H -1.4143 1.1665 -1.3937 0.04 0.10 -0.04 -0.326
H -1.0405 2.6288 -0.4448 0.10 0.01 -0.01 1.044
H 1.4020 3.1437 0.1260 0.06 -0.01 -0.05 0.194
H 3.2446 3.7799 -1.3575 0.03 -0.02 0.01 0.443
H 4.2181 2.1269 -2.9251 -0.01 0.01 0.01 0.436
H 3.2850 -0.1604 -3.0324 -0.01 0.00 0.01 0.526
H 1.4104 -0.7938 -1.5528 0.08 -0.05 0.02 0.321
H 0.3061 -0.7300 2.8878 -0.04 -0.03 0.10 0.307
H 0.5959 0.0145 5.2334 -0.01 0.00 -0.02 0.477
H 0.5868 2.4329 5.7634 0.03 -0.01 -0.01 0.386
H 0.3636 4.0887 3.9419 -0.01 0.01 0.01 0.437
H 0.0764 3.3562 1.6323 -0.15 0.03 0.00 0.289
H -2.3469 2.8233 -2.4357 0.01 0.01 0.03 0.346
H -3.6517 4.1854 -3.9853 0.00 0.00 0.00 0.398
H -6.0394 4.6494 -3.5491 -0.01 -0.02 -0.01 0.375
H -7.1299 3.6781 -1.5473 0.01 0.00 0.01 0.392
H -5.8144 2.3083 0.0282 -0.04 0.02 -0.02 0.358
H -3.7087 1.3633 3.0530 -0.02 -0.04 0.00 0.157
H -3.9230 3.0465 4.8429 0.01 -0.01 -0.01 0.449
H -3.5153 5.4363 4.3480 0.01 -0.01 0.00 0.385
H -2.8864 6.1251 2.0574 0.00 -0.01 0.00 0.411
H -2.6937 4.4521 0.2692 -0.03 -0.02 -0.02 0.416


No. 2
107
Properties=species:S:1:pos:R:3:forces:R:3:mulliken_charge:R:1 method="wB97M-V/def2-TZVPD" orbital_gap_ev=6.602 mol_weight_g_mol=944.9 charge=+2 e_tot_ev=-176975.940
Ti -0.5390 -0.9461 -0.4555 0.35 0.16 0.42 0.231
N 1.9527 -3.3084 2.2561 -0.15 -0.08 0.16 0.418
C 0.7388 -2.8827 1.8954 0.17 0.00 0.09 -1.389
N 0.8819 -2.0700 0.8691 -0.15 -0.11 -0.38 1.536
C 2.2237 -2.0436 0.6439 -0.24 -0.04 0.11 0.381
N 2.9101 -2.7863 1.4730 0.17 0.08 -0.13 -0.831
C 2.6891 -1.2366 -0.4696 -0.05 0.02 -0.01 -1.208
C 4.0093 -1.1268 -0.8654 0.06 0.02 -0.08 -0.029
N 4.3547 -0.3959 -1.9200 0.07 -0.05 0.06 -0.558
C 3.3762 0.1934 -2.5900 -0.04 -0.01 0.02 -0.991
C 2.0427 0.0744 -2.2090 0.05 0.02 -0.05 -0.628
N 1.6958 -0.6183 -1.1261 0.11 0.05 -0.20 1.491
H 2.2066 -3.9032 3.0321 -0.01 -0.01 -0.01 0.284
H -0.1880 -3.1500 2.3763 0.01 -0.02 0.01 0.502
H 4.7909 -1.6436 -0.3204 0.00 0.02 -0.02 0.541
H 3.6445 0.7730 -3.4648 0.00 -0.01 0.02 0.472
H 1.2541 0.5285 -2.7902 -0.01 0.00 0.01 0.606
C 0.7996 -3.9493 -1.6602 -0.03 0.03 0.03 -1.226
C -0.5991 -4.1177 -1.1433 -0.05 0.08 0.06 0.190
C -1.2456 -5.3540 -1.3487 0.01 -0.04 -0.02 -1.035
C -2.5380 -5.5271 -0.9542 -0.02 -0.10 -0.02 -0.983
C -3.2009 -4.4909 -0.2671 0.11 0.15 0.02 0.537
C -4.5281 -4.5982 0.2081 -0.05 -0.06 0.00 -0.893
C -5.0814 -3.5796 0.9276 -0.09 -0.01 0.03 -0.979
C -4.3264 -2.4313 1.2398 0.04 -0.01 -0.01 -0.613
C -3.0396 -2.3004 0.7865 0.01 -0.04 -0.04 0.514
S -1.9871 -0.9909 1.3085 -0.12 0.05 0.24 -0.160
C -2.4710 -3.3112 -0.0223 -0.18 -0.12 0.04 -0.223
N -1.2081 -3.1155 -0.5212 0.14 0.00 -0.17 2.141
H 0.9817 -4.6319 -2.4879 -0.01 -0.01 -0.01 0.646
H 1.5252 -4.1943 -0.8808 -0.01 0.00 0.01 0.379
H 0.9768 -2.9369 -2.0138 0.04 0.00 0.00 0.007
H -0.7064 -6.1392 -1.8610 -0.01 0.00 0.01 0.612
H -3.0594 -6.4579 -1.1477 0.02 0.02 0.00 0.494
H -5.0891 -5.5013 0.0004 0.02 0.03 0.00 0.472
H -6.0982 -3.6563 1.2898 0.03 0.00 -0.01 0.433
H -4.7624 -1.6550 1.8562 0.03 -0.01 -0.01 0.573
C 6.1345 1.2474 4.4852 -0.03 0.00 0.00 -1.451
C 4.7013 1.7671 4.4226 0.02 0.04 0.00 -0.079
C 4.0965 1.6960 3.0212 -0.01 -0.02 0.03 -0.641
C 3.7599 0.2854 2.5471 -0.02 0.00 0.00 -0.685
N 2.6500 -0.2999 3.3098 0.01 -0.04 0.00 1.468
C 1.3412 -0.0191 3.1277 0.21 -0.11 0.17 -1.387
Se 0.6587 0.9392 1.6728 -0.26 0.01 -0.12 -0.119
N 0.6440 -0.5752 4.1386 -0.08 -0.04 0.01 1.938
C -0.7574 -0.3014 4.4884 0.03 0.04 0.02 -1.127
C -0.9103 0.5570 5.7407 0.00 -0.03 0.02 -0.841
C -0.3760 1.9864 5.6343 0.04 0.00 0.00 -0.555
C 1.1411 2.1210 5.7671 -0.01 0.01 -0.01 -0.866
C 1.5170 -1.2842 4.9587 -0.03 0.11 -0.04 0.168
C 1.2892 -2.0735 6.0820 -0.02 -0.03 0.03 -1.287
C 2.3935 -2.6782 6.6537 -0.09 0.00 0.01 -0.950
C 3.6794 -2.5011 6.1258 0.07 0.05 -0.07 -0.822
C 3.9042 -1.7147 5.0101 0.05 -0.03 0.02 -0.678
C 2.7932 -1.1065 4.4348 -0.05 0.06 0.02 1.000
H 6.5311 1.3084 5.4983 -0.01 -0.01 -0.02 0.401
H 6.7872 1.8349 3.8368 -0.01 -0.01 0.01 0.392
H 6.2154 0.2048 4.1667 0.01 0.02 0.00 0.251
H 4.6869 2.8082 4.7507 0.00 0.00 -0.02 0.500
H 4.0648 1.2300 5.1326 0.02 -0.01 0.00 0.019
H 4.7951 2.1319 2.3007 0.00 -0.04 0.00 0.625
H 3.1816 2.2919 2.9604 0.00 0.01 0.02 0.107
H 4.6035 -0.3970 2.6404 0.02 -0.01 0.00 0.834
H 3.4578 0.3103 1.5032 -0.03 0.01 -0.01 -0.579
H -1.2621 -1.2613 4.6125 0.00 -0.01 -0.02 0.413
H -1.1994 0.2049 3.6352 0.01 -0.02 -0.04 0.216
H -0.4597 0.0585 6.6034 0.01 0.01 -0.01 0.404
H -1.9841 0.5906 5.9409 0.00 -0.01 -0.01 0.485
H -0.8406 2.5680 6.4320 0.00 0.00 0.00 0.412
H -0.7173 2.4352 4.6961 0.02 0.00 0.00 0.213
H 1.5085 1.5710 6.6376 -0.01 0.01 -0.02 0.307
H 1.4233 3.1660 5.8995 -0.01 -0.02 -0.01 0.524
H 1.6768 1.7593 4.8870 -0.02 0.01 0.04 0.008
H 0.2983 -2.2087 6.4947 0.02 0.01 -0.01 0.553
H 2.2661 -3.2974 7.5318 -0.01 0.02 -0.02 0.468
H 4.5167 -2.9877 6.6084 -0.01 0.02 -0.02 0.513
H 4.9014 -1.5794 4.6143 -0.02 0.00 0.01 0.359
N 0.6008 4.4744 -1.4150 0.05 -0.01 -0.01 -0.412
C -0.3513 3.5551 -1.1293 -0.14 -0.04 0.02 -0.001
C -0.0386 2.1963 -0.9584 -0.05 0.00 -0.01 -0.512
N -0.9805 1.2897 -0.6995 0.15 0.02 -0.23 1.563
C -2.2459 1.7204 -0.6073 0.04 0.11 0.07 -0.625
C -2.5344 3.0621 -0.7794 -0.01 -0.05 0.01 -0.825
N -1.6117 3.9728 -1.0371 0.03 0.11 -0.02 -0.577
H 1.5747 4.2663 -1.2935 0.00 0.01 0.00 0.186
H 0.3243 5.4418 -1.4250 -0.01 0.00 0.00 0.273
H 0.9889 1.8744 -0.9969 0.01 -0.03 0.00 0.254
H -3.0127 0.9969 -0.4012 -0.05 -0.03 0.00 0.471
H -3.5581 3.4083 -0.7025 0.02 -0.01 0.00 0.430
C -4.2510 -4.7726 -6.6478 0.00 0.01 -0.01 -1.412
C -3.6541 -3.7731 -5.7010 0.03 0.04 0.04 0.892
C -4.1371 -2.4667 -5.6317 -0.02 -0.09 -0.04 -0.992
C -3.5688 -1.5367 -4.7808 -0.07 0.14 0.04 -0.862
C -2.5080 -1.9246 -3.9737 0.05 0.12 0.12 -0.084
C -1.9997 -3.2140 -4.0288 0.10 -0.06 -0.01 -0.155
C -2.5727 -4.1287 -4.8893 -0.06 0.00 -0.04 -0.836
S -1.8310 -0.7371 -2.8908 0.32 -0.07 -0.03 1.937
O -2.3770 -0.8875 -1.5044 -0.47 -0.08 0.16 -0.566
O -1.9973 0.5591 -3.4548 -0.01 -0.05 -0.12 -0.766
O -0.3988 -1.1166 -2.5646 0.06 0.04 -0.06 -0.519
H -5.1848 -4.4113 -7.0740 0.01 0.00 0.01 0.375
H -4.4436 -5.7212 -6.1456 0.00 0.01 0.00 0.364
H -3.5607 -4.9731 -7.4696 -0.01 0.00 0.01 0.325
H -4.9653 -2.1693 -6.2623 0.01 -0.01 0.00 0.374
H -3.9360 -0.5187 -4.7472 0.02 -0.04 0.00 0.519
H -1.1378 -3.4835 -3.4384 -0.01 0.01 -0.02 0.479
H -2.1685 -5.1324 -4.9497 -0.01 0.01 0.00 0.477